80
Properties=species:S:1:pos:R:3:mulliken_charge:R:1 method="wB97M-V/def2-TZVPD" total_charge=-2 multiplicity=1 homo_lumo_gap_ev=3.858 max_force_ev_per_a=2.344
Cs -0.51963 -0.53933 -0.42372 1.082
C 1.90651 2.22010 5.25016 -1.008
N 2.27604 1.67156 3.95939 0.206
C 3.68399 1.41541 3.70254 -0.935
C 1.35641 1.41993 2.97130 0.517
O 1.65354 0.96163 1.89244 -0.539
C -0.09530 1.71542 3.33641 -0.700
O -0.85159 1.73457 2.17331 -0.222
C -2.21890 1.48871 2.41151 -1.071
C -2.92297 1.25154 1.08709 0.573
O -2.28592 1.21546 0.04015 -0.192
N -4.26755 1.16617 1.15890 0.431
C -4.99451 1.09062 2.42251 -1.018
C -5.00611 0.66003 0.00564 -0.815
H 2.74874 2.09560 5.92803 0.381
H 1.05502 1.69793 5.68834 0.324
H 1.66820 3.28743 5.20615 0.299
H 4.06344 0.63082 4.36248 0.325
H 4.27162 2.32391 3.86441 0.365
H 3.80160 1.09262 2.67269 0.199
H -0.17578 2.66686 3.87571 0.296
H -0.43316 0.92397 4.02017 0.393
H -2.67983 2.33697 2.92656 0.216
H -2.35528 0.57569 3.00346 0.534
H -4.57886 1.76382 3.16895 0.282
H -4.99024 0.06222 2.79082 0.272
H -6.01974 1.41254 2.23236 0.428
H -4.32316 0.21457 -0.71131 -0.208
H -5.59352 1.45974 -0.46161 0.268
H -5.66388 -0.14226 0.34088 0.462
O -4.36840 -1.87844 2.05580 -0.775
C -3.31316 -2.07840 1.41076 0.215
O -2.27914 -1.34645 1.42303 -0.539
C -3.24553 -3.37114 0.61422 0.019
C -3.16347 -4.54346 1.36381 -0.396
C -3.08939 -5.79527 0.77142 -0.630
C -3.11413 -5.86717 -0.61836 -0.462
C -3.20902 -4.70853 -1.37562 -0.645
C -3.27428 -3.42037 -0.80078 0.393
S -3.39275 -2.00582 -1.83815 -0.483
H -3.16536 -4.46182 2.44662 0.350
H -3.01231 -6.69058 1.37663 0.337
H -3.05792 -6.83033 -1.11430 0.321
H -3.23084 -4.76720 -2.45632 0.339
C -0.85285 3.59439 -3.59820 -1.338
P -1.33942 2.43747 -2.22151 0.228
C -2.69290 1.56991 -3.11033 -0.914
C -2.22090 3.71570 -1.21470 0.224
C -3.54248 4.10960 -1.38888 -0.020
C -4.12331 5.06691 -0.55899 -0.723
C -3.38344 5.65296 0.45746 -0.406
C -2.05970 5.26898 0.64407 -0.601
C -1.49151 4.30305 -0.17666 -0.345
H -1.71788 4.12506 -4.00681 0.366
H -0.37054 3.01796 -4.39192 0.437
H -0.13072 4.32371 -3.22396 0.363
H -3.43345 2.24531 -3.54598 0.360
H -3.17816 0.84360 -2.45581 0.033
H -2.21886 1.00964 -3.91851 0.434
H -4.14508 3.64892 -2.16328 0.250
H -5.16167 5.34537 -0.70209 0.382
H -3.83837 6.38967 1.10977 0.350
H -1.47724 5.70608 1.44827 0.365
H -0.47730 3.95944 0.00540 0.258
C 4.53218 -0.53190 0.12990 -1.027
Ge 4.00148 -0.96427 -1.73600 0.396
C 5.78628 -1.35854 -2.58170 -1.315
C 3.24938 -2.79814 -1.60740 -1.142
C 2.75534 0.27858 -2.40330 -0.858
H 5.16608 -1.31863 0.55607 0.348
H 3.62696 -0.43292 0.74009 0.105
H 5.07894 0.41782 0.17939 0.354
H 6.33166 -2.11861 -2.00277 0.316
H 6.40062 -0.45234 -2.64090 0.350
H 5.63959 -1.73574 -3.60076 0.354
H 4.01726 -3.54746 -1.38145 0.338
H 2.75576 -3.07816 -2.54373 0.312
H 2.49257 -2.82914 -0.81744 0.293
H 2.58076 0.15931 -3.48206 0.175
H 3.11222 1.30373 -2.21666 0.108

58
Properties=species:S:1:pos:R:3:mulliken_charge:R:1 method="wB97M-V/def2-TZVPD" total_charge=+2 multiplicity=1 homo_lumo_gap_ev="8.259 / 8.173" max_force_ev_per_a=0.829
Ni 0.78224 -0.41058 0.21097 -0.644
N 1.17347 1.27506 -2.26281 -0.242
P 0.15607 1.34977 -0.92554 1.202
C -0.35124 3.05448 -0.79582 0.849
C -1.57720 3.46145 -1.32278 -0.293
C -1.93287 4.80075 -1.25821 -0.763
C -1.07579 5.72119 -0.67283 -0.491
C 0.14921 5.31749 -0.15284 -0.946
C 0.51447 3.98447 -0.21158 -0.389
C -1.27169 0.30815 -1.27205 0.699
C -1.33397 -0.52923 -2.38583 -0.835
C -2.36672 -1.44684 -2.50334 -0.707
C -3.33258 -1.54132 -1.50992 -0.532
C -3.27682 -0.71247 -0.39501 -0.833
C -2.24774 0.20515 -0.27188 -0.271
C 2.16733 0.32553 -2.25355 0.363
C 3.15434 0.25901 -3.23888 -1.001
C 4.14311 -0.68517 -3.11658 -0.271
C 4.14488 -1.54553 -2.01467 -1.047
C 3.13502 -1.43403 -1.10047 -0.191
N 2.13673 -0.52296 -1.21433 0.104
H 1.15774 1.97194 -2.99281 0.275
H -2.24856 2.74186 -1.77319 0.432
H -2.88092 5.12328 -1.66635 0.435
H -1.36066 6.76362 -0.62403 0.431
H 0.81731 6.04215 0.29214 0.432
H 1.48499 3.67892 0.16776 0.465
H -0.58947 -0.45350 -3.16939 0.448
H -2.42764 -2.08222 -3.37672 0.482
H -4.13822 -2.25599 -1.61322 0.457
H -4.03861 -0.77491 0.37032 0.470
H -2.21164 0.86179 0.59209 0.509
H 3.13114 0.95348 -4.06729 0.440
H 4.92258 -0.75095 -3.86374 0.459
H 4.92082 -2.28280 -1.87346 0.460
H 3.09919 -2.07416 -0.23067 0.566
N 0.29749 1.98452 2.51745 -0.153
C 0.00409 0.75299 2.94352 0.721
N -0.45508 0.62054 4.17425 -0.702
C -0.73147 -0.62383 4.56867 0.338
N -1.20819 -0.80751 5.78943 -0.301
N -0.55305 -1.73617 3.80105 -0.682
C -0.10660 -1.49840 2.60540 -0.024
N 0.18771 -0.28764 2.07879 -0.068
C 0.09205 -2.65046 1.69324 1.070
C -0.23696 -3.94138 2.04917 -0.458
C -0.09822 -4.94242 1.09765 -0.640
C 0.34516 -4.61011 -0.17264 -0.915
C 0.66353 -3.29208 -0.44842 0.052
N 0.56287 -2.33431 0.47507 0.470
H 0.20582 2.75111 3.16290 0.249
H 0.74112 2.12055 1.62942 -0.014
H -1.34325 -0.01747 6.39796 0.264
H -1.40776 -1.73723 6.11676 0.254
H -0.60586 -4.13362 3.04574 0.574
H -0.34836 -5.96617 1.34081 0.467
H 0.44867 -5.35823 -0.94536 0.460
H 1.01797 -2.98956 -1.42438 0.517